Density functional theory data (wB97M-V/def2-TZVPD) for one molecule with the formula C3H2Cl2 in a non-equilibrium geometry.

The geometry in ORCA input format:
```
! RIJCOSX wB97M-V def2-TZVPD def2/J DEFGRID3
* xyz 0 1
C -2.410 -0.434 -0.313
C -1.355 -0.318 0.347
C 0.006 -0.091 0.575
Cl 1.030 -1.219 -0.153
Cl 0.483 1.506 -0.130
H -3.461 -0.019 -0.446
H 0.296 0.201 1.612
*
```

Values from the calculation:
**Highest occupied orbital energy**: -10.50 eV
**SMILES string**: C#CC(Cl)Cl
**Gap between HOMO and LUMO**: 11.0 eV

***

Density functional theory data (wB97M-V/def2-TZVPD) for one molecule with the formula C3H6N2 in a non-equilibrium geometry.

The geometry in ORCA input format:
```
! RIJCOSX wB97M-V def2-TZVPD def2/J DEFGRID3
* xyz 0 1
C -0.565 1.305 0.123
N -0.700 -0.078 0.555
C -0.051 -1.037 -0.311
C 1.432 -1.031 -0.265
N 2.586 -1.043 -0.178
H 0.473 1.665 0.044
H -1.104 1.948 0.824
H -1.041 1.419 -0.857
H -0.363 -0.186 1.506
H -0.382 -2.049 -0.052
H -0.365 -0.851 -1.344
*
```

Values from the calculation:
**Highest occupied orbital energy**: -9.77 eV
**SMILES string**: CNCC#N
**Gap between HOMO and LUMO**: 10.7 eV

***

Density functional theory data (wB97M-V/def2-TZVPD) for one molecule with the formula C2H3NOS2 in a non-equilibrium geometry.

The geometry in ORCA input format:
```
! RIJCOSX wB97M-V def2-TZVPD def2/J DEFGRID3
* xyz 0 1
S -2.388 -0.114 0.055
C -0.760 -0.003 0.089
C 0.271 1.136 -0.006
S 1.899 0.334 0.217
O 1.289 -1.145 -0.412
N -0.082 -1.209 0.059
H 0.062 1.436 -1.046
H 0.021 1.732 0.855
H -0.313 -2.166 0.188
*
```

Values from the calculation:
**Highest occupied orbital energy**: -8.78 eV
**SMILES string**: S=C1CSON1
**Gap between HOMO and LUMO**: 8.8 eV

***

Density functional theory data (wB97M-V/def2-TZVPD) for one molecule with the formula C12H18BNO3S in a non-equilibrium geometry.

The geometry in ORCA input format:
```
! RIJCOSX wB97M-V def2-TZVPD def2/J DEFGRID3
* xyz 0 1
C 1.738 3.219 -2.016
C 1.814 1.908 -1.254
C 2.875 0.986 -1.803
S 3.179 -0.345 -0.621
C 0.485 1.176 -1.280
O 0.035 0.719 -2.317
N -0.235 1.155 -0.082
C -1.623 0.802 -0.130
C -1.930 -0.621 -0.511
C -1.252 -1.602 0.387
C 0.106 -1.563 0.704
C 0.659 -2.472 1.581
C -0.080 -3.530 2.074
C -1.422 -3.560 1.777
C -1.991 -2.637 0.919
B -2.139 1.017 1.312
O -3.417 1.545 1.453
O -1.371 0.623 2.393
H 1.531 3.054 -3.062
H 0.941 3.886 -1.648
H 2.684 3.757 -1.867
H 2.058 2.112 -0.208
H 2.481 0.544 -2.723
H 3.795 1.516 -2.097
H 4.316 -0.647 -1.271
H -0.025 1.727 0.735
H -2.171 1.501 -0.771
H -3.021 -0.718 -0.503
H -1.554 -0.837 -1.518
H 0.752 -0.823 0.263
H 1.722 -2.403 1.755
H 0.345 -4.197 2.796
H -2.046 -4.308 2.191
H -3.033 -2.726 0.671
H -3.676 1.578 2.405
H -0.530 0.161 2.268
*
```

Values from the calculation:
**Highest occupied orbital energy**: -9.00 eV
**SMILES string**: C[C@H](CS)C(=O)N[C@@H](Cc1ccccc1)B(O)O
**Gap between HOMO and LUMO**: 9.4 eV

***

Density functional theory data (wB97M-V/def2-TZVPD) for a 2-piece molecular cluster, C5H13NO overall in a non-equilibrium geometry.

The geometry in ORCA input format:
```
! RIJCOSX wB97M-V def2-TZVPD def2/J DEFGRID3
* xyz 0 1
C -1.562 1.844 -0.069
C -0.341 1.072 0.554
C 0.699 1.487 -0.525
N 0.545 1.028 -1.820
O 1.772 1.956 -0.206
H -1.239 2.839 -0.410
H -2.231 2.107 0.772
H -2.096 1.248 -0.802
H -0.107 1.380 1.562
H -0.411 -0.012 0.582
H 1.200 1.393 -2.488
H -0.285 0.560 -2.137
C 1.226 -1.819 0.506
C -0.210 -2.418 0.725
H 1.220 -1.031 -0.246
H 1.683 -1.484 1.453
H 1.793 -2.598 0.020
H -0.982 -1.650 0.767
H -0.220 -2.756 1.761
H -0.456 -3.144 0.001
*
```

Values from the calculation:
**Highest occupied orbital energy**: -9.42 eV
**SMILES string**: CCC(N)=O.CC
**Gap between HOMO and LUMO**: 10.2 eV

***

Density functional theory data (wB97M-V/def2-TZVPD) for C8H12N2O2 as an isolated structure in a non-equilibrium geometry.

The geometry in ORCA input format:
```
! RIJCOSX wB97M-V def2-TZVPD def2/J DEFGRID3
* xyz 0 1
C -0.020 0.521 -0.032
C 0.103 -0.843 0.149
C 1.265 1.004 -0.074
C 1.390 -1.290 0.033
C -1.877 0.032 0.135
C -2.687 0.486 -1.073
C -2.537 0.444 1.386
C 3.527 -0.122 -0.363
N 2.105 -0.164 -0.103
N -1.250 -1.327 0.129
O 1.750 2.307 -0.162
O 2.108 -2.438 0.304
H -3.501 1.139 -0.671
H -2.931 -0.352 -1.642
H -2.112 1.100 -1.709
H -2.349 1.616 1.412
H -2.145 0.006 2.370
H -3.578 0.361 1.301
H 3.752 0.976 -0.477
H 4.099 -0.659 0.284
H 3.606 -0.655 -1.311
H -1.497 -1.834 0.978
H 1.329 2.847 -0.925
H 1.448 -3.154 0.062
*
```

Values from the calculation:
**Highest occupied orbital energy**: -6.85 eV
**Gap between HOMO and LUMO**: 7.4 eV

***

Density functional theory data (wB97M-V/def2-TZVPD) for a 6-piece molecular cluster, C41H82BN2O8 overall in a non-equilibrium geometry.

The geometry in ORCA input format:
```
! RIJCOSX wB97M-V def2-TZVPD def2/J DEFGRID3
* xyz -1 1
C 0.092 1.180 1.473
C 0.543 0.420 0.421
C -0.253 -0.497 -0.419
O -0.928 -1.324 0.152
O -0.241 -0.518 -1.767
C 0.980 -0.098 -2.400
C 2.161 -1.019 -2.150
C 3.420 -0.472 -2.852
C 4.734 -0.947 -2.211
C 5.420 0.190 -1.423
C 4.498 0.932 -0.433
B 4.314 2.586 -0.559
C 5.596 3.414 -1.209
C 5.836 3.619 -2.734
C 4.953 2.878 -3.738
C 4.262 3.155 1.022
C 3.211 2.491 1.928
C 3.754 1.669 3.105
N 3.077 0.351 3.194
C 2.834 2.941 -1.226
C 2.579 4.395 -1.558
N 1.216 4.752 -2.079
C 0.678 3.792 -3.057
C -0.125 4.446 -4.191
C 0.294 5.070 -1.073
C -0.795 6.044 -1.475
O 0.330 4.630 0.061
H 0.409 0.874 2.471
H -0.539 2.065 1.379
H 1.620 0.394 0.228
H 1.231 0.937 -2.139
H 0.754 -0.089 -3.471
H 1.905 -2.011 -2.523
H 2.336 -1.107 -1.073
H 3.361 -0.817 -3.889
H 3.362 0.617 -2.818
H 5.423 -1.248 -3.008
H 4.564 -1.817 -1.570
H 6.235 -0.285 -0.861
H 5.915 0.853 -2.136
H 3.492 0.500 -0.539
H 4.808 0.646 0.581
H 6.500 2.946 -0.792
H 5.579 4.413 -0.755
H 6.880 3.378 -2.972
H 5.753 4.688 -2.972
H 4.957 1.797 -3.619
H 3.927 3.253 -3.712
H 5.314 3.092 -4.753
H 5.257 2.931 1.439
H 4.170 4.247 1.065
H 2.567 1.815 1.353
H 2.530 3.244 2.339
H 4.839 1.533 3.001
H 3.608 2.187 4.059
H 3.185 -0.090 2.282
H 3.620 -0.240 3.818
H 2.734 2.326 -2.133
H 2.022 2.625 -0.562
H 2.710 4.974 -0.640
H 3.293 4.796 -2.283
H 0.032 3.055 -2.562
H 1.520 3.273 -3.512
H -0.141 3.772 -5.052
H -1.150 4.677 -3.905
H 0.393 5.354 -4.510
H -0.479 6.642 -2.329
H -1.674 5.475 -1.801
H -1.057 6.668 -0.625
C -3.946 0.660 -2.359
C -4.925 1.768 -2.759
C -4.265 2.985 -2.125
O -2.863 2.746 -2.121
C -2.602 1.378 -2.438
H -3.990 -0.225 -2.991
H -4.141 0.354 -1.329
H -4.950 1.875 -3.846
H -5.944 1.606 -2.409
H -4.594 3.126 -1.088
H -4.468 3.909 -2.672
H -2.174 1.329 -3.446
H -1.879 0.979 -1.741
C -2.940 -4.576 2.424
C -2.125 -3.286 2.322
C -2.578 -2.543 3.570
O -2.894 -3.545 4.549
C -2.941 -4.825 3.926
H -2.519 -5.407 1.859
H -3.959 -4.405 2.070
H -1.058 -3.509 2.383
H -2.296 -2.723 1.411
H -3.480 -1.953 3.374
H -1.812 -1.882 3.973
H -2.054 -5.393 4.234
H -3.829 -5.361 4.269
C 0.863 -6.789 -3.787
C -0.223 -5.848 -4.306
C 0.236 -4.510 -3.740
O 1.664 -4.570 -3.679
C 2.103 -5.910 -3.888
H 0.955 -7.714 -4.355
H 0.666 -7.047 -2.744
H -0.209 -5.824 -5.398
H -1.228 -6.117 -3.984
H -0.148 -4.353 -2.727
H -0.062 -3.660 -4.355
H 2.557 -5.981 -4.883
H 2.863 -6.154 -3.144
C -4.629 -7.234 6.928
C -5.679 -8.090 7.633
C -5.811 -9.264 6.668
O -4.533 -9.426 6.050
C -3.711 -8.292 6.338
H -4.108 -6.544 7.589
H -5.095 -6.652 6.129
H -5.297 -8.433 8.597
H -6.624 -7.577 7.805
H -6.552 -9.052 5.889
H -6.087 -10.196 7.163
H -2.941 -8.594 7.056
H -3.217 -7.964 5.423
C -3.222 3.749 1.987
C -2.402 5.004 2.275
C -3.359 6.100 1.826
O -4.682 5.606 2.060
C -4.630 4.207 2.344
H -2.903 2.880 2.559
H -3.165 3.525 0.918
H -2.207 5.088 3.347
H -1.445 5.032 1.755
H -3.248 6.309 0.757
H -3.228 7.034 2.376
H -4.836 4.056 3.410
H -5.407 3.699 1.769
*
```

Values from the calculation:
**Highest occupied orbital energy**: -4.93 eV
**Gap between HOMO and LUMO**: 7.0 eV

***

Density functional theory data (wB97M-V/def2-TZVPD) for C37H27Br2N6O2S3Sc as an isolated structure.

The geometry in ORCA input format:
```
! RIJCOSX wB97M-V def2-TZVPD def2/J DEFGRID3
* xyz 0 1
Sc -1.170 0.010 0.107
C -3.533 -1.645 2.297
C -2.190 -2.134 1.852
N -1.988 -2.256 0.584
N -0.802 -2.934 0.247
C -0.416 -2.726 -0.969
S -0.915 -1.461 -2.022
S 0.855 -3.763 -1.646
C 1.311 -4.826 -0.247
C 2.569 -4.356 0.433
C 3.786 -4.347 -0.249
C 4.954 -3.961 0.391
C 4.918 -3.562 1.723
C 3.707 -3.538 2.399
C 2.538 -3.930 1.757
C -1.098 -2.284 2.839
C -0.894 -3.323 3.728
C 0.179 -3.274 4.614
C 1.034 -2.181 4.591
C 0.838 -1.129 3.706
C -0.252 -1.152 2.832
O -0.547 -0.144 2.023
H -4.215 -2.500 2.341
H -3.940 -0.940 1.574
H -3.480 -1.197 3.287
H 1.419 -5.844 -0.623
H 0.471 -4.806 0.444
H 3.819 -4.655 -1.289
H 5.895 -3.978 -0.146
H 5.831 -3.271 2.227
H 3.663 -3.214 3.431
H 1.593 -3.897 2.286
H -1.564 -4.175 3.729
H 0.344 -4.083 5.314
H 1.868 -2.141 5.284
H 1.492 -0.266 3.704
Br -6.178 0.068 -0.259
C -4.979 0.776 -1.528
C -5.487 1.206 -2.771
C -4.675 1.756 -3.716
Br -5.420 2.336 -5.358
C -3.281 1.885 -3.483
C -2.337 2.413 -4.388
C -1.012 2.443 -4.045
C -0.619 1.925 -2.800
N -1.473 1.443 -1.932
C -2.792 1.433 -2.242
C -3.645 0.903 -1.207
O -3.084 0.590 -0.072
H -6.546 1.099 -2.959
H -2.673 2.782 -5.347
H -0.265 2.839 -4.719
H 0.431 1.895 -2.524
N 1.230 3.873 0.068
C 0.443 4.695 -0.784
C 1.029 5.518 -1.732
C 0.223 6.275 -2.571
C -1.158 6.177 -2.491
C -1.740 5.326 -1.563
C -0.939 4.609 -0.687
S -1.606 3.552 0.553
N -0.455 2.288 0.480
C 0.770 2.591 0.317
C 1.767 1.490 0.364
C 3.064 1.686 0.811
C 3.914 0.590 0.872
C 3.447 -0.646 0.471
C 2.133 -0.747 0.034
N 1.309 0.295 -0.015
H 2.215 3.909 -0.151
H 2.110 5.571 -1.809
H 0.680 6.933 -3.299
H -1.785 6.755 -3.158
H -2.817 5.219 -1.511
H 3.395 2.659 1.151
H 4.927 0.706 1.237
H 4.064 -1.534 0.501
H 1.736 -1.697 -0.292
*
```

Values from the calculation:
**Highest occupied orbital energy**: -7.75 eV
**Gap between HOMO and LUMO**: 7.3 eV

***

Density functional theory data (wB97M-V/def2-TZVPD) for C15H27PRhTe4 as an isolated structure in a non-equilibrium geometry.

The geometry in ORCA input format:
```
! RIJCOSX wB97M-V def2-TZVPD def2/J DEFGRID3
* xyz 1 1
Rh 0.274 0.410 -0.590
C -1.433 -1.989 1.629
C -0.565 -0.769 1.456
C 0.849 -0.894 1.443
C 1.543 -2.235 1.549
C 1.637 0.276 1.450
C 3.141 0.179 1.487
C 1.032 1.553 1.473
C 1.900 2.784 1.546
C -0.368 1.663 1.449
C -1.008 3.026 1.489
C -1.173 0.498 1.441
C -2.676 0.628 1.560
H -1.697 -2.113 2.684
H -0.936 -2.899 1.321
H -2.369 -1.903 1.080
H 1.953 -2.562 0.591
H 0.883 -3.014 1.917
H 2.377 -2.180 2.248
H 3.495 0.169 2.523
H 3.608 1.027 0.994
H 3.506 -0.729 1.011
H 2.735 2.631 2.229
H 1.349 3.649 1.904
H 2.315 3.029 0.563
H -1.061 3.401 2.516
H -2.021 3.018 1.092
H -0.431 3.744 0.911
H -3.155 0.710 0.579
H -2.952 1.513 2.129
H -3.116 -0.223 2.074
Te 2.626 0.719 -1.759
Te 2.451 1.803 -4.162
Te -0.144 2.574 -4.272
Te -0.847 2.469 -1.715
C -2.312 -0.715 -2.449
P -0.576 -1.000 -2.063
C 0.197 -1.059 -3.678
C -0.520 -2.727 -1.559
H -2.658 -1.497 -3.130
H -2.422 0.258 -2.918
H -2.930 -0.729 -1.549
H -0.349 -1.774 -4.300
H 1.240 -1.362 -3.600
H 0.151 -0.077 -4.138
H -0.763 -3.299 -2.455
H -1.249 -2.960 -0.796
H 0.469 -3.025 -1.208
*
```

Values from the calculation:
**Highest occupied orbital energy (alpha / beta)**: -9.54 / -9.54 eV
**Gap between HOMO and LUMO (alpha / beta)**: 5.2 / 5.2 eV